The following is a quantum chemistry calculation of one molecule with the formula C24H40O4, from the OMol25 dataset.

Output
ΔE to the lowest compared entry with this formula, charge and spin in kcal/mol: 3.3
Total charge: 0
Strongest force on any atom in hartree/bohr: 0.0143
SMILES: C[C@H](CCC(=O)O)[C@H]1CC[C@H]2[C@H]3CC[C@@H]4C[C@@H](O)CC[C@]4(C)[C@@H]3C[C@H](O)[C@@]12C
Frontier orbital gap in eV: 10.4
Electronic energy in Eh: -1239.53213

Each line ends with the natural charge from an NBO analysis.
Atoms and positions in Å:
C -3.86836 -0.71974 -1.98179  -0.63
C -3.94649 -0.96599 -0.47565  -0.19
C -4.66080 0.20548 0.20943  -0.39
C -6.16461 0.25107 -0.10290  -0.51
C -6.78784 1.34887 0.71360  0.80
O -7.29294 1.22272 1.79702  -0.60
O -6.68784 2.54118 0.10762  -0.69
C -2.62233 -1.32004 0.24269  -0.19
C -1.99768 -2.60520 -0.33289  -0.40
C -0.50172 -2.55246 -0.00748  -0.42
C -0.31300 -1.29708 0.85121  -0.19
C 1.10888 -0.71977 0.84167  -0.21
C 2.12362 -1.79396 1.22382  -0.38
C 3.51644 -1.18838 1.27613  -0.40
C 3.90902 -0.61500 -0.08776  -0.21
C 5.35109 -0.09568 -0.03906  -0.42
C 5.49202 1.18343 0.78885  0.10
O 6.80233 1.71243 0.69745  -0.72
C 4.53293 2.25069 0.27402  -0.40
C 3.09185 1.74957 0.23340  -0.43
C 2.91865 0.46279 -0.58923  0.02
C 3.21646 0.75602 -2.06818  -0.62
C 1.46537 -0.09254 -0.50852  -0.21
C 0.40438 0.96089 -0.82158  -0.42
C -1.01493 0.38601 -0.89914  0.10
O -1.89631 1.42950 -1.27000  -0.73
C -1.43512 -0.32549 0.40603  -0.03
C -1.69752 0.69424 1.51922  -0.63
H -3.37413 0.22040 -2.19554  0.24
H -3.34150 -1.51934 -2.49418  0.20
H -4.87326 -0.68333 -2.39532  0.20
H -4.56789 -1.86039 -0.32721  0.20
H -4.54639 0.11818 1.29191  0.21
H -4.21050 1.14074 -0.12247  0.22
H -6.32574 0.46254 -1.15828  0.23
H -6.62992 -0.69673 0.16857  0.23
H -7.06600 3.23820 0.66632  0.50
H -2.92174 -1.55054 1.27333  0.20
H -2.47430 -3.48167 0.10611  0.21
H -2.14469 -2.66531 -1.40877  0.20
H 0.08210 -2.48424 -0.92422  0.20
H -0.17653 -3.44380 0.52738  0.21
H -0.53341 -1.57620 1.88870  0.20
H 1.15076 0.06324 1.60677  0.20
H 2.10969 -2.59771 0.48642  0.20
H 1.86239 -2.22199 2.19415  0.21
H 3.54261 -0.41115 2.03972  0.19
H 4.24124 -1.95530 1.56003  0.21
H 3.88093 -1.44513 -0.80477  0.21
H 5.71777 0.11198 -1.04550  0.21
H 5.99260 -0.87522 0.38439  0.20
H 5.26550 0.96733 1.84560  0.15
H 7.43085 1.03015 0.95639  0.47
H 4.86635 2.55577 -0.71769  0.20
H 4.60065 3.12686 0.92120  0.22
H 2.47492 2.54053 -0.19441  0.21
H 2.75302 1.57828 1.25633  0.20
H 3.03817 -0.12992 -2.67431  0.21
H 4.24689 1.05999 -2.21446  0.21
H 2.58444 1.55731 -2.44027  0.21
H 1.39824 -0.87604 -1.27085  0.20
H 0.60211 1.44021 -1.78104  0.22
H 0.41932 1.73602 -0.05209  0.19
H -1.06713 -0.33118 -1.72236  0.18
H -1.77011 2.15859 -0.65275  0.47
H -2.47593 1.40004 1.24657  0.21
H -0.79272 1.25150 1.75246  0.20
H -2.01417 0.18377 2.42611  0.22

Cartesian forces (eV/Å) of the 6 atoms listed first:
0.00 -0.14 0.14
0.12 0.25 0.17
-0.17 -0.26 -0.11
0.15 0.14 0.09
-0.25 -0.21 0.18
-0.03 -0.08 0.15



The following is a quantum chemistry calculation of one molecule with the formula C24H41BrNO8PS at a distorted geometry, from the OMol25 dataset.

Output
Total charge: 0
Strongest force on any atom in hartree/bohr: 0.0431
SMILES: COC[C@]1(Br)OS(=O)(=O)[C@@](CC=O)(CCCCCCCCCCCCn2cccc2)C[C@H]1P(=O)(O)O
Frontier orbital gap in eV: 8.1
Electronic energy in Eh: -4909.32661

Each line ends with the Mulliken charge.
Atoms and positions in Å:
C -0.75149 2.41983 -1.50921  -0.47
O -1.98063 2.90705 -1.00751  -0.41
C -2.15973 2.66692 0.36656  -0.34
C -3.26970 1.62224 0.65157  0.97
Br -4.56035 1.73142 -0.82858  -0.08
O -4.01008 1.96803 1.80871  -0.46
S -3.54672 1.34725 3.21846  1.60
O -3.55600 2.43908 4.14163  -0.74
O -4.33479 0.23541 3.62102  -0.66
C -1.77949 0.82862 3.09041  1.47
C -0.95409 2.11163 3.24002  -1.68
C 0.43559 2.08650 2.66145  -0.18
O 1.42346 2.27123 3.31124  -0.52
C -1.63059 -0.14184 4.26305  -1.03
C -0.22113 -0.36094 4.83273  -0.96
C 0.47979 -1.60621 4.29648  -1.29
C 1.22582 -1.42335 2.96327  -0.27
C 1.05031 -2.62938 2.03595  -1.13
C 1.26599 -2.22498 0.57869  -0.05
C 1.32028 -3.42018 -0.36688  -0.91
C 2.22866 -3.22486 -1.58859  -1.01
C 2.15221 -1.87920 -2.28091  0.09
C 3.18647 -1.82909 -3.40168  -1.09
C 2.91818 -0.73372 -4.43193  -0.66
C 3.12285 0.65941 -3.87969  -0.60
N 2.40854 1.70368 -4.58999  0.32
C 2.59240 3.04179 -4.34639  -0.61
C 1.75480 3.75811 -5.16346  -0.56
C 1.04052 2.83931 -5.96462  -0.66
C 1.46576 1.59213 -5.56862  -0.24
C -1.59381 0.05143 1.74512  -1.06
C -2.70621 0.21721 0.67430  -1.67
P -3.97467 -1.11530 0.69936  0.77
O -5.31684 -0.70893 1.06681  -0.66
O -4.00530 -1.71810 -0.78741  -0.57
O -3.41539 -2.30023 1.62037  -0.54
H -0.54805 1.39853 -1.17843  0.07
H 0.05594 3.05374 -1.15259  0.30
H -0.79272 2.40700 -2.58467  0.27
H -1.21455 2.27899 0.71236  -0.12
H -2.43170 3.60461 0.83316  0.35
H -1.46646 2.98926 2.87225  0.84
H -0.83349 2.29167 4.29859  0.48
H 0.53988 1.93479 1.57237  0.40
H -2.06207 -1.10660 4.03726  0.46
H -2.22640 0.26585 5.07055  0.80
H 0.44658 0.48795 4.76716  0.40
H -0.36117 -0.54374 5.89077  0.45
H 1.24103 -1.83454 5.03474  0.49
H -0.20076 -2.44967 4.30192  0.44
H 0.92520 -0.51417 2.45906  -0.06
H 2.27938 -1.31910 3.18659  0.76
H 0.02854 -2.97271 2.17858  0.24
H 1.71662 -3.43616 2.31476  0.65
H 2.22501 -1.71612 0.54919  0.38
H 0.48126 -1.52790 0.31509  -0.23
H 1.71347 -4.26952 0.17543  0.40
H 0.30573 -3.64527 -0.67831  0.37
H 3.24123 -3.39373 -1.24080  0.38
H 1.94878 -3.98141 -2.31034  0.38
H 1.16258 -1.76414 -2.71904  0.22
H 2.34026 -1.04131 -1.62154  0.16
H 4.16606 -1.63436 -2.97773  0.33
H 3.18091 -2.76761 -3.94129  0.41
H 1.91599 -0.86245 -4.82049  0.39
H 3.60747 -0.88005 -5.25411  0.38
H 4.18046 0.88999 -3.95275  0.29
H 2.89183 0.70842 -2.82226  0.41
H 3.27655 3.43419 -3.62409  0.41
H 1.64461 4.82158 -5.19896  0.44
H 0.30879 3.03157 -6.71753  0.45
H 1.11127 0.66196 -5.95766  0.37
H -0.64946 0.24103 1.25759  0.31
H -1.58788 -0.99759 1.99551  0.47
H -2.21875 0.11831 -0.28825  1.24
H -3.13751 -2.01635 -1.08753  0.34
H -3.50903 -3.12692 1.13373  0.33

Cartesian forces (eV/Å) of the 6 atoms listed first:
-0.05 0.00 0.41
-0.07 -0.19 -0.17
-0.24 -0.05 -0.90
-0.66 0.15 -1.14
-0.09 0.16 0.17
0.81 -0.34 0.33



The following is a quantum chemistry calculation of C24H41F3LuO3P2S as an isolated structure at a distorted geometry, from the OMol25 dataset.

Output
ΔE to the lowest compared entry with this formula, charge and spin in kcal/mol: 0.0
Total charge: +1
Strongest force on any atom in hartree/bohr: 0.0982
Frontier orbital gap in eV: 6.2
Electronic energy in Eh: -3780.56368

Each line ends with the Mulliken charge.
Atoms and positions in Å:
Lu 1.03802 1.63631 0.91797  0.21
C 2.95758 2.93649 0.39105  0.09
C 2.05167 3.00592 -0.73476  0.91
C 0.95322 3.90420 1.13168  0.69
C 2.27896 3.46385 1.55651  0.57
C 0.81610 3.62974 -0.28475  0.41
C 4.38462 2.51811 0.33723  -1.65
H 4.55677 1.77089 -0.44712  0.40
H 4.72759 2.10322 1.29399  0.45
H 5.00780 3.39304 0.10763  0.33
C 2.82342 3.59253 2.92675  -1.35
H 3.73566 3.00083 3.06279  0.33
H 2.08682 3.25684 3.67035  0.18
H 3.06070 4.64472 3.12442  0.37
C -0.02606 4.60947 1.97651  -1.10
H 0.26877 5.66637 2.03829  0.33
H -0.04830 4.19676 2.99485  0.23
H -1.04207 4.55453 1.57069  0.30
C -0.33643 4.02625 -1.13642  -1.63
H -0.16286 5.04301 -1.51656  0.36
H -1.28031 4.03208 -0.57628  0.35
H -0.45495 3.36795 -2.00322  0.39
C 2.39590 2.71824 -2.14676  -1.50
H 2.70006 3.66053 -2.62790  0.36
H 1.54914 2.31688 -2.71548  0.29
H 3.23062 2.01538 -2.23423  0.40
C 1.61026 -0.46046 1.51500  -0.74
C 2.45399 -0.12969 0.47583  -0.14
C 2.30807 -0.63206 -0.92800  -1.24
C 0.85491 -0.55654 -1.44638  -0.36
C 0.06201 0.60002 -0.92326  -0.54
C -0.78076 0.54459 0.18559  -0.48
C -0.92946 -0.68198 1.03729  -0.98
C 0.41338 -1.35864 1.42210  -0.57
H 2.68535 -1.67290 -0.96067  0.61
H 0.31914 -1.48491 -1.20168  -0.45
H 2.96520 -0.05869 -1.60564  0.34
H 0.64548 -2.16158 0.71086  0.05
H 1.94527 -0.22217 2.53700  0.62
H 3.44347 0.25173 0.74113  1.10
H 0.28240 -1.84912 2.40345  0.55
H -1.46913 -0.41797 1.95976  0.47
H -1.56982 1.29459 0.29026  0.86
H -1.57159 -1.39626 0.49122  0.43
H 0.86477 -0.50432 -2.55122  0.59
H -0.10728 1.41625 -1.63235  0.89
P -0.90421 -4.26699 -1.65113  0.62
C -0.48612 -5.40727 -0.25205  -1.34
C -0.17942 -5.23580 -3.05207  -1.25
P -3.69589 -3.31396 -2.55553  0.24
C -2.69518 -4.73624 -1.87731  -1.06
C -3.95797 -3.94906 -4.27859  -1.18
C -5.34089 -3.75144 -1.82692  -1.14
H -0.98397 -5.05975 0.66484  0.35
H 0.59860 -5.38156 -0.07705  0.39
H -0.79236 -6.44191 -0.45622  0.41
H -0.47570 -6.29191 -3.01913  0.38
H 0.91723 -5.16826 -3.00920  0.38
H -0.51236 -4.79786 -4.00298  0.31
H -5.63258 -4.78330 -2.05490  0.32
H -6.10467 -3.06491 -2.21760  0.39
H -5.29334 -3.62411 -0.73646  0.33
H -3.10005 -5.04301 -0.89796  0.49
H -2.77853 -5.58583 -2.57574  0.41
H -4.67586 -3.29783 -4.79601  0.41
H -4.33767 -4.97848 -4.28652  0.35
H -3.00925 -3.90974 -4.83094  0.29
F -1.92951 3.98562 4.67403  -0.19
C -1.16954 2.95763 5.08258  0.54
F 0.02907 3.41666 5.48941  -0.21
F -1.76960 2.31283 6.07480  -0.19
S -0.88491 1.65923 3.53867  0.92
O -1.30259 0.42589 4.13700  -0.58
O -1.80093 2.12541 2.52085  -0.58
O 0.57013 1.62192 3.07459  -0.57

Cartesian forces (eV/Å) of the 6 atoms listed first:
-1.48 2.08 4.35
-1.12 0.88 -0.08
-0.17 1.34 1.22
2.01 0.65 -1.29
-0.40 1.30 -1.97
1.77 0.42 0.67



The following is a quantum chemistry calculation of C24H41F3LuP2 as an isolated structure at a distorted geometry, from the OMol25 dataset.

Output
ΔE to the lowest compared entry with this formula, charge and spin in kcal/mol: 58.8
Total charge: +1
Strongest force on any atom in hartree/bohr: 0.1175
Frontier orbital gap (alpha / beta) in eV: 4.9 / 4.9
Electronic energy in Eh: -3156.44607

Each line ends with the Mulliken charge.
Atoms and positions in Å:
Lu -0.31224 0.47261 -1.68024  1.03
C 0.38512 0.50029 0.62283  0.16
C 1.21830 1.42551 -0.09869  1.55
C -0.98420 2.16843 -0.25343  0.55
C -0.97188 0.96449 0.51976  0.03
C 0.36938 2.44675 -0.65396  0.19
C 0.86134 -0.51479 1.60061  -1.17
H 1.80149 -0.98475 1.30577  0.19
H 0.13327 -1.31713 1.74106  0.46
H 1.05588 -0.09553 2.59975  0.27
C -2.15974 0.37361 1.18338  -1.43
H -1.85976 -0.31246 1.97655  0.43
H -2.79249 -0.18673 0.48298  0.15
H -2.78661 1.15065 1.63383  0.36
C -2.20822 2.96255 -0.56247  -1.38
H -2.69808 3.31725 0.35889  0.35
H -2.94529 2.34624 -1.09998  0.23
H -1.97255 3.83338 -1.18611  0.41
C 0.78995 3.57591 -1.52811  -1.34
H 0.34241 4.52220 -1.19237  0.42
H 0.46997 3.42788 -2.57420  0.16
H 1.87964 3.68997 -1.54085  0.37
C 2.70784 1.41488 -0.13484  -1.60
H 3.08440 2.44578 -0.10071  0.58
H 3.12678 0.96984 -1.05426  -0.10
H 3.12167 0.85796 0.71638  0.42
C 1.64544 -4.07627 -0.25701  -0.88
C 2.46827 -3.26161 0.45427  -0.28
C 3.64975 -2.50928 -0.10155  0.17
C 4.20826 -3.09405 -1.42688  -1.24
C 3.52818 -2.57532 -2.72302  -0.08
C 2.36703 -1.56195 -2.35447  -0.07
C 1.09730 -1.96137 -1.55784  0.47
C 0.80917 -3.45906 -1.34607  -1.64
H 4.46182 -2.49188 0.64992  0.55
H 4.25847 -4.19279 -1.42567  0.23
H 3.40316 -1.43963 -0.24619  -0.27
H 0.80973 -4.00571 -2.29821  0.20
H 1.35927 -5.08528 0.05132  0.44
H 2.42400 -3.23903 1.55830  0.38
H -0.25461 -3.49916 -1.03219  0.58
H 1.14804 -1.47288 -0.57223  -0.63
H 2.82977 -0.66231 -1.90367  -0.25
H 0.12836 -1.58858 -2.02796  0.58
H 5.25644 -2.74962 -1.47904  0.54
H 4.28490 -1.95863 -3.24784  0.59
P 2.86707 -3.51664 -4.16776  1.26
C 2.04474 -5.11528 -3.97532  -1.49
C 4.38710 -3.94316 -5.08709  -1.40
P 1.55823 -0.75724 -3.88106  1.72
C 1.64642 -2.33532 -4.84584  -1.82
C 2.92204 0.17259 -4.62350  -1.51
C 0.03028 0.11692 -4.32790  -1.76
H 1.01114 -5.06063 -4.33560  0.47
H 2.06603 -5.47521 -2.94392  0.39
H 2.54703 -5.86026 -4.61432  0.46
H 4.19555 -4.79050 -5.75959  0.51
H 5.18526 -4.24720 -4.39418  0.42
H 4.78900 -3.11880 -5.68496  0.40
H -0.22193 -0.31387 -5.31141  0.56
H 0.22068 1.19750 -4.46161  0.26
H -0.90829 -0.04458 -3.71391  0.57
H 0.64817 -2.79336 -4.77546  0.46
H 1.84508 -2.11493 -5.91000  0.65
H 2.61409 1.22085 -4.73358  0.42
H 3.10657 -0.25046 -5.62407  0.39
H 3.84965 0.13479 -4.03433  0.35
F -2.64634 -1.34918 -3.50481  -0.27
C -2.46681 -0.70147 -2.28654  -0.13
F -3.56073 0.16032 -2.22222  -0.31
F -2.73581 -1.69205 -1.34110  -0.26

Cartesian forces (eV/Å) of the 6 atoms listed first:
-0.10 -1.88 -3.48
-0.25 1.64 0.27
-0.72 0.43 0.39
0.97 0.13 1.12
0.70 0.87 0.50
-0.20 -0.16 1.52